Entry 1:
{"formula": "C30H32BiFN8SSi", "method": "ωB97M-V with the def2-TZVPD basis set", "e_tot_ha": -2602.202338, "charge": 2, "e_homo_ha": -0.479, "mol_weight_g_mol": 792.77, "gap_ev": 6.2, "elements": ["H", "H", "H", "C", "C", "C", "C", "N", "C", "H", "H", "H", "H", "C", "H", "C", "C", "H", "C", "H", "F", "H", "Si", "H", "H", "C", "C", "C", "C", "C", "H", "N", "H", "Bi", "H", "H", "H", "H", "N", "H", "C", "H", "H", "H", "N", "C", "C", "C", "N", "H", "H", "S", "H", "H", "N", "H", "C", "H", "C", "C", "C", "N", "H", "C", "C", "C", "C", "C", "N", "C", "C", "C", "H", "H"], "positions_angstrom": [[-0.10188, 7.24496, -0.28775], [2.47502, 2.95751, 3.63566], [-3.67334, -4.61616, 0.49999], [-0.29965, 3.95520, 0.38913], [3.05381, 3.25676, 2.76112], [0.20810, 6.22278, -0.12719], [-3.48336, -3.31605, -1.19364], [-4.01446, 1.31178, 0.62466], [-3.02010, -0.28036, 2.11727], [4.25036, 1.75374, -0.78081], [-2.24811, -1.70308, 3.51234], [0.92567, -2.77397, 1.20736], [5.26501, 1.43603, 0.62437], [1.94014, 4.55236, -0.05549], [-2.94081, 1.84318, -1.06168], [-2.94950, 1.24482, -0.15921], [-2.70963, -2.94227, -2.27936], [-1.56071, -5.80208, 0.04167], [2.14196, -1.80851, -0.35086], [0.40179, -3.02828, -5.86337], [-1.23343, 3.02632, 0.74824], [0.61005, -1.31841, -5.77899], [2.95096, 1.96370, 1.39724], [1.88951, 0.00883, 2.58254], [4.84674, 3.08112, 0.20791], [-1.86901, -4.98519, -0.59787], [-1.87782, -0.26901, 1.23492], [3.06109, -2.84020, -0.50540], [-5.23173, 0.60186, 2.59821], [-5.28217, -0.18838, 3.72731], [4.76824, -3.51838, -1.61042], [2.22449, -0.69288, -1.09401], [-0.34762, -4.11138, -4.12302], [0.43119, 0.81177, -0.80229], [-1.77794, 5.48625, 0.27049], [-6.15842, -0.16220, 4.35967], [3.20768, -0.54241, 1.53517], [4.88667, -1.43077, -2.97700], [0.18699, -0.94092, 0.65196], [-6.05880, 1.25517, 2.35038], [4.06042, -2.71577, -1.45675], [2.97600, -3.71994, 0.11784], [2.69391, 4.23257, 2.44087], [3.19091, 0.34718, -2.58556], [-1.91125, 0.49942, 0.09912], [1.04104, -1.89681, 0.58320], [4.12573, -1.55789, -2.22147], [-1.50254, -3.58734, -2.51812], [1.43104, 2.20562, 0.50025], [-3.05253, -2.18014, -2.96237], [3.56468, 0.26563, 3.04544], [-0.51663, -0.56570, -3.48542], [-0.16870, -5.14830, -1.90108], [-4.43988, -2.83562, -1.02806], [-0.84987, -1.03040, 1.48908], [-4.27634, -1.63161, 4.95408], [-3.08896, -1.06905, 3.27117], [2.98189, 4.29015, -0.17493], [4.45588, 2.06327, 0.24484], [-0.72685, 5.24856, 0.17801], [3.18681, -0.56568, -2.00330], [0.36119, -2.17883, -5.32165], [4.08805, 3.37630, 3.08854], [-1.08946, -4.61864, -1.68378], [-0.30714, -2.10283, -4.16440], [-3.06363, -4.33104, -0.34634], [-4.21467, -1.02563, 4.06139], [2.87846, 0.25562, 2.19728], [-0.70226, -3.28992, -3.65347], [-4.10183, 0.55320, 1.78896], [1.54531, 5.86666, -0.22505], [1.02561, 3.54300, 0.27160], [-4.77366, 1.94037, 0.40248], [2.29234, 6.62031, -0.43165]], "mulliken_charge": [0.417, 0.338, 0.471, 0.478, -1.143, -0.497, -0.740, 0.125, 0.855, 0.319, 0.517, 0.410, 0.387, 0.061, 0.449, -0.490, -0.074, 0.427, 0.538, 0.194, -0.060, 0.241, 0.137, 0.254, 0.472, -0.683, 0.663, -0.889, -1.024, -0.478, 0.498, 0.407, 0.280, 0.993, 0.445, 0.444, 0.289, 0.527, 1.432, 0.448, -0.520, 0.561, 0.378, 0.647, -0.408, -0.566, -0.907, 0.308, -0.038, 0.476, 0.533, -0.441, 0.406, 0.459, -1.380, 0.469, -0.284, 0.359, -1.243, -0.944, -0.552, -0.414, 0.366, -0.406, 0.555, -0.572, -0.877, -1.039, -0.279, 0.121, -0.943, 0.019, 0.279, 0.441]}

---

Entry 2:
{"formula": "C30H32N4NdO4Se2", "method": "ωB97M-V with the def2-TZVPD basis set", "s_squared": 3.7538, "e_tot_ha": -7046.812141, "charge": -1, "relative_energy_kj_mol": 0.0, "e_homo_ha": [-0.133, -0.133], "mol_weight_g_mol": 814.77, "multiplicity": 4, "gap_ev": [5.7, 5.7], "elements": ["H", "C", "H", "C", "H", "C", "H", "H", "C", "C", "H", "N", "H", "H", "H", "C", "C", "H", "N", "O", "C", "O", "H", "C", "H", "C", "O", "C", "C", "C", "H", "H", "C", "Se", "C", "O", "C", "H", "H", "C", "C", "N", "H", "C", "C", "H", "N", "H", "H", "C", "C", "Se", "H", "C", "H", "H", "H", "H", "H", "C", "H", "C", "H", "C", "C", "C", "C", "H", "Nd", "H", "C", "H", "H"], "positions_angstrom": [[1.15626, -4.95803, -1.27945], [3.64142, 2.18637, 0.16638], [-2.60238, 0.20888, 5.49606], [5.44262, 1.14610, -1.06592], [4.85833, 0.17054, -2.87326], [1.59093, -3.95880, -1.37861], [0.75951, 0.95564, -4.92624], [-2.09760, -1.89010, 4.20471], [-4.87814, 2.01357, -0.95641], [2.64808, 1.80517, -0.79152], [6.49091, 0.89021, -1.17397], [0.99685, 0.31642, -2.91094], [1.75290, -5.40200, 1.03994], [-1.91185, 4.90211, 1.94508], [-1.83034, 1.07983, -4.62580], [3.78791, -4.58995, -0.31719], [2.92061, -2.25922, 0.11613], [-0.12112, -0.55136, -4.49734], [-1.15555, 0.35499, 1.84989], [0.48863, -3.87508, 1.39140], [-2.17307, 1.48345, 3.77261], [4.69243, -4.03691, -1.23696], [2.81504, 0.22396, -3.91967], [-1.92953, -0.89660, 3.75722], [-1.04933, -1.70433, 2.00237], [-2.87556, 1.51855, -2.32662], [1.35813, 1.87530, -0.54942], [-1.38446, -0.78926, 2.48479], [-3.55469, -0.01644, -0.47401], [4.51517, 0.75577, -2.02058], [-4.28893, -1.06939, 1.28232], [-2.88054, 2.61979, 5.46912], [2.49742, -3.71813, -0.13005], [0.02483, -2.83249, -1.93897], [-2.41424, 3.87863, 3.78303], [-2.53614, -0.82125, -0.71518], [-5.44644, 0.67139, 0.97879], [3.30840, 2.78073, 1.02774], [-2.62774, 4.79372, 4.35519], [-5.71106, 1.76925, 0.12816], [-2.53055, 2.67125, 4.43737], [-1.38536, 2.81681, 0.36112], [-0.83006, 2.39127, -3.97879], [2.28232, 0.54893, -3.00216], [1.80693, -4.30156, 1.12998], [3.46865, -5.61710, -0.53829], [-1.64280, 1.08125, -2.50577], [-1.94329, 3.54461, -0.10663], [3.92162, -2.26615, 0.55754], [-1.64474, 1.50405, 2.43778], [3.12986, 1.10245, -1.95864], [1.82777, -1.14983, 1.34251], [2.21274, -3.90735, -2.27905], [-1.65231, 2.76281, 1.74817], [0.50731, -2.91257, 1.21589], [-3.29050, 2.29370, -3.01940], [4.27553, -4.62738, 0.67298], [4.75291, -4.62459, -2.01516], [-6.57215, 2.41198, 0.30480], [-1.07328, 1.30231, -3.85526], [5.70323, 2.19681, 0.82342], [-1.97791, 3.93042, 2.45304], [-5.09497, 2.86151, -1.62380], [-4.41688, -0.20565, 0.64732], [4.99257, 1.89184, 0.04487], [-3.77179, 1.16665, -1.25872], [-2.28857, 0.24319, 4.43993], [-6.04708, 0.50027, 1.88340], [-0.16133, -0.03006, -0.67029], [-0.38407, 2.78741, 0.11323], [0.17782, 0.43335, -4.13479], [2.44651, -4.13897, 2.02609], [2.92424, -1.69267, -0.83550]], "mulliken_charge": [0.355, -0.401, 0.349, -0.719, 0.309, -1.593, 0.422, 0.418, -0.684, 0.397, 0.367, 0.312, 0.374, 0.414, 0.455, -1.509, -0.813, 0.302, 0.751, -0.460, 1.069, -0.525, 0.281, -1.097, 0.157, -0.468, -0.607, 0.013, 0.275, -0.692, 0.433, 0.368, 2.449, -0.394, -0.460, -0.763, -0.508, 0.326, 0.346, -0.561, -0.946, 0.009, 0.337, -0.378, -1.046, 0.489, 0.331, 0.219, 0.419, -0.075, 0.483, -0.625, 0.451, 0.001, 0.121, 0.238, 0.384, 0.338, 0.374, -0.744, 0.352, -0.672, 0.293, -0.290, -0.427, 0.652, -0.784, 0.384, 0.763, 0.198, -0.881, 0.287, 0.059]}

---

Entry 3:
{"formula": "C30H32N4O5", "method": "ωB97M-V with the def2-TZVPD basis set", "e_tot_ha": -1757.766056, "relative_energy_kj_mol": 0.0, "e_homo_ha": -0.300, "mol_weight_g_mol": 528.61, "smiles": "CC(C)[C@H]1C(=O)Nc2ccccc2N1C(=O)N[C@@H](Cc1ccccc1)C(=O)N[C@H](Cc1ccccc1)C(=O)O", "gap_ev": 8.7, "elements": ["C", "H", "C", "H", "H", "C", "H", "C", "C", "C", "H", "H", "H", "C", "C", "N", "C", "H", "H", "C", "H", "H", "C", "C", "C", "C", "N", "C", "C", "H", "N", "H", "C", "H", "H", "H", "O", "C", "H", "H", "O", "C", "C", "H", "O", "C", "C", "C", "H", "O", "C", "C", "H", "C", "H", "H", "C", "H", "C", "H", "H", "O", "H", "C", "H", "H", "H", "H", "C", "H", "N"], "positions_angstrom": [[-0.51846, 0.61165, 2.31360], [1.36341, 1.33426, -2.80870], [-0.11165, -1.83707, -0.86399], [1.23262, 1.61189, -5.27963], [-0.35025, 0.82569, 1.26813], [-1.51957, 1.27413, 3.00293], [0.72378, -1.69946, 5.93631], [2.83658, 0.08440, -3.77661], [-1.57420, -2.14674, -1.23251], [-2.41849, 2.71909, -3.90073], [-2.13929, 1.98352, 2.47764], [3.91402, 0.18725, 1.31241], [2.48671, 1.16426, 1.64681], [0.10910, -0.51424, 4.35020], [-2.72487, 0.08649, -1.22471], [0.02650, -1.73824, 0.57041], [-0.89802, 0.15376, 5.03038], [-1.49558, -0.71971, -5.35288], [5.14770, 0.75793, 4.24847], [1.39514, 0.46407, -3.47076], [-3.68830, 1.98546, -1.11229], [3.16355, -1.90578, 2.60462], [0.28552, -0.31216, 2.97422], [1.28016, -1.56602, 1.08781], [2.51735, -1.21405, 3.15409], [-3.90224, -0.44283, 1.22301], [0.96085, -1.40364, 4.99792], [-1.71981, 1.03762, 4.35254], [-3.52698, 1.03768, -0.62107], [-1.03323, -0.02397, 6.08732], [1.31729, -1.02840, 2.35964], [-1.67018, -2.13055, -2.31946], [0.34414, -0.51784, -1.50249], [-4.35731, -0.65375, 2.17951], [0.94766, -1.54725, -3.16403], [-2.67368, 3.68582, -3.49228], [3.20786, -1.04360, -3.95400], [-2.50165, -1.13890, -0.61146], [0.54797, -2.64225, -1.20617], [-0.74079, -1.27676, 1.03886], [2.28272, -1.94991, 0.52084], [-0.74396, 1.14183, -4.61058], [-4.11576, 0.77683, 0.60446], [-4.45664, 2.09175, -4.11196], [3.62917, 1.14869, -3.87776], [-3.41893, 1.82607, -4.24782], [0.70053, 0.78058, -4.81287], [-3.09940, -1.39405, 0.61836], [4.07318, 1.72309, 2.17700], [2.85744, -2.59960, 5.11275], [3.44738, 0.84383, 2.04276], [-1.09008, 2.37874, -4.08042], [2.69722, 0.74373, 4.05494], [-1.75233, 0.24746, -4.94370], [-2.94102, -2.34798, 1.10265], [-2.50579, 1.55149, 4.88408], [-3.08295, 0.58775, -4.76700], [-4.74249, 1.51969, 1.07562], [4.64502, -0.17341, 3.99786], [-3.85798, -0.11564, -5.03364], [-0.31347, 3.08006, -3.81276], [0.30634, 0.53792, -0.90521], [-1.81465, -3.14785, -0.87066], [2.15382, -1.82903, 4.49905], [-2.26767, 0.29816, -2.17823], [5.26661, -0.72403, 3.29575], [4.54020, 0.88297, -4.08488], [0.78078, -0.09440, -5.46177], [3.28277, 0.11316, 3.37361], [4.54447, -0.76832, 4.90172], [0.75212, -0.63133, -2.78526]], "mulliken_charge": [-0.230, 0.510, -0.324, 0.461, 0.689, -0.956, 0.285, 0.017, -1.217, -0.709, 0.561, 0.291, 0.171, 0.112, 0.583, 0.169, -0.671, 0.380, 0.425, 0.296, 0.418, 0.742, 0.919, 0.642, -0.783, -0.498, -0.011, -0.985, -0.705, 0.412, 0.212, 0.515, -0.134, 0.443, 0.432, 0.423, -0.564, -0.083, 0.771, -0.076, -0.705, 0.530, -0.764, 0.396, -0.452, -0.467, -1.595, -0.301, 0.558, -0.675, -1.488, -0.096, 0.283, -0.156, 0.361, 0.405, -0.731, 0.436, -1.559, 0.397, 0.431, -0.634, 0.481, -0.307, 0.062, 0.358, 0.383, 0.470, 0.940, 0.377, 0.130]}

---

Entry 4:
{"formula": "C30H32N4O6ReSi", "method": "ωB97M-V with the def2-TZVPD basis set", "s_squared": 0.7632, "e_tot_ha": -2200.129027, "charge": 2, "relative_energy_kj_mol": 0.0, "e_homo_ha": [-0.504, -0.505], "mol_weight_g_mol": 758.90, "multiplicity": 2, "gap_ev": [6.6, 6.7], "elements": ["C", "C", "C", "H", "N", "C", "C", "O", "H", "H", "H", "C", "O", "C", "H", "H", "H", "N", "C", "C", "H", "C", "C", "H", "H", "C", "C", "C", "Si", "C", "H", "H", "C", "C", "C", "C", "C", "Re", "O", "C", "N", "H", "H", "H", "C", "C", "H", "C", "H", "O", "O", "H", "H", "C", "C", "H", "H", "H", "H", "H", "C", "H", "H", "C", "H", "H", "C", "H", "O", "H", "H", "H", "N", "C"], "positions_angstrom": [[3.00784, -1.27220, 0.13119], [-0.20679, -2.31184, 0.67747], [-4.71763, -0.93371, -2.69926], [0.19787, 2.59060, -1.81536], [-1.28956, 1.62415, -0.75799], [-0.01771, -3.17348, -1.67133], [0.55975, 3.58222, 2.29756], [-2.47078, -0.63009, -1.99564], [0.36172, 1.42214, -4.29128], [-1.89087, 1.41814, 4.36103], [-3.75638, 0.79350, 1.32053], [2.90230, 1.98116, -2.68062], [1.09141, 1.70315, 0.93872], [-0.19562, 4.15483, 3.31390], [3.15241, -1.91898, -0.72574], [-0.69064, 0.71416, -3.21246], [4.38373, -2.33308, 1.38216], [1.33692, -0.02171, -1.14094], [3.68934, -1.50711, 1.31424], [2.10449, -0.21881, 0.04965], [-0.27280, -1.82831, 2.76310], [0.40435, 2.23594, 2.02645], [0.30668, 0.50695, -3.69259], [3.16690, -0.81592, -4.53475], [3.77586, 1.85779, -2.03574], [2.60222, 0.39648, 2.32160], [-0.64708, 2.73813, -1.16046], [-0.03955, -2.59824, 2.04120], [1.98410, 0.38157, -2.77425], [0.56176, -4.58982, 0.17587], [-0.56314, 0.39459, 2.51246], [3.94341, -1.09257, -2.98032], [-3.15270, 0.55124, 0.44986], [3.47898, -0.67519, 2.40604], [-1.21453, 2.02616, 3.77366], [-3.69200, -0.46450, -1.72569], [0.73082, -4.80741, 1.50733], [-0.47200, -0.25993, -1.43707], [-0.66793, -1.11890, 0.35683], [2.97480, -1.00789, -3.47581], [1.23824, -6.11561, 1.96479], [-0.43804, 4.85477, -1.11782], [-5.73427, -0.74964, -2.36167], [-3.63159, 3.09428, 1.13551], [-1.08314, 3.38201, 4.04941], [-2.77532, 3.02007, 0.47938], [1.26828, 4.16509, 1.72305], [-2.36218, 1.77016, 0.04945], [2.45399, -1.96366, -3.40376], [1.48636, -6.93542, 1.10945], [-0.26849, -2.12011, -2.31129], [-5.06556, 0.23678, -0.45518], [2.31329, 2.80769, -2.28292], [1.91520, 0.62770, 1.13985], [0.43082, -3.82026, 2.45241], [-4.57590, -2.00210, -2.86236], [-1.65611, 3.83010, 4.84969], [2.45675, 1.06157, 3.16273], [3.26542, 2.26831, -3.67011], [4.01764, -0.84798, 3.32784], [-1.00503, 4.00555, -0.76451], [0.13162, -4.06490, -2.28577], [-2.39967, 5.13221, 0.42633], [-0.47406, 1.44643, 2.75393], [-0.07528, 5.20569, 3.54149], [-2.49475, -0.27147, 0.71485], [-2.08974, 4.15398, 0.08442], [-4.55235, -0.43270, -3.65296], [1.37148, -6.26008, 3.15811], [0.79218, -5.37958, -0.52802], [0.17377, -0.33899, -4.36502], [0.57682, -4.04172, 3.50105], [-4.07538, 0.11687, -0.60433], [0.10507, -3.32824, -0.27156]], "mulliken_charge": [-0.027, 0.798, -1.310, 0.027, 0.211, -0.450, -0.467, -0.804, 0.596, 0.497, 0.765, -1.134, -0.194, -0.684, 0.443, 0.550, 0.500, 2.003, -1.035, -1.055, 0.424, 0.047, -1.158, 0.390, 0.381, -0.683, 0.146, -0.644, 0.311, -0.680, 0.266, 0.356, -1.532, -0.810, -0.909, 0.683, -0.837, 0.954, -0.271, -1.213, 1.049, 0.515, 0.410, 0.528, -0.678, -0.872, 0.518, 1.132, 0.331, -0.599, -0.562, 0.332, 0.331, 0.730, -0.646, 0.323, 0.457, 0.592, 0.462, 0.482, -0.844, 0.478, 0.484, 0.529, 0.480, -0.198, -0.658, 0.320, -0.594, 0.596, 0.487, 0.590, 0.035, 1.004]}